{
  "formula": "C68H138F2O28S2",
  "method": "the ωB97M-V functional and the def2-TZVPD basis",
  "lumo_ev": 0.4,
  "homo_ev": -9.1851,
  "mol_weight_g_mol": 1505.95,
  "smiles": "O=S1(=O)CCCC1.O=S1(=O)CCCC1.COCCOCCOC.COCCOCCOC.COCCOCCOC.COCCOCCOC.COCCOCCOC.COCCOCCOC.COCCOCCOC.COCCOCCOC.Fc1ccccc1.Fc1ccccc1",
  "symbols": ["O", "S", "O", "C", "C", "C", "C", "H", "H", "H", "H", "H", "H", "H", "H", "O", "S", "O", "C", "C", "C", "C", "H", "H", "H", "H", "H", "H", "H", "H", "C", "O", "C", "C", "O", "C", "C", "O", "C", "H", "H", "H", "H", "H", "H", "H", "H", "H", "H", "H", "H", "H", "H", "C", "O", "C", "C", "O", "C", "C", "O", "C", "H", "H", "H", "H", "H", "H", "H", "H", "H", "H", "H", "H", "H", "H", "C", "O", "C", "C", "O", "C", "C", "O", "C", "H", "H", "H", "H", "H", "H", "H", "H", "H", "H", "H", "H", "H", "H", "C", "O", "C", "C", "O", "C", "C", "O", "C", "H", "H", "H", "H", "H", "H", "H", "H", "H", "H", "H", "H", "H", "H", "C", "O", "C", "C", "O", "C", "C", "O", "C", "H", "H", "H", "H", "H", "H", "H", "H", "H", "H", "H", "H", "H", "H", "C", "O", "C", "C", "O", "C", "C", "O", "C", "H", "H", "H", "H", "H", "H", "H", "H", "H", "H", "H", "H", "H", "H", "C", "O", "C", "C", "O", "C", "C", "O", "C", "H", "H", "H", "H", "H", "H", "H", "H", "H", "H", "H", "H", "H", "H", "C", "O", "C", "C", "O", "C", "C", "O", "C", "H", "H", "H", "H", "H", "H", "H", "H", "H", "H", "H", "H", "H", "H", "F", "C", "C", "C", "C", "C", "C", "H", "H", "H", "H", "H", "F", "C", "C", "C", "C", "C", "C", "H", "H", "H", "H", "H"],
  "xyz": [[-4.052, -5.307, -3.093], [-5.097, -4.308, -3.142], [-6.375, -4.705, -3.716], [-5.284, -3.653, -1.366], [-4.560, -2.337, -1.360], [-4.586, -1.708, -2.708], [-4.397, -2.769, -3.777], [-4.797, -4.420, -0.723], [-6.324, -3.638, -1.213], [-4.933, -1.707, -0.587], [-3.551, -2.610, -1.044], [-3.766, -1.038, -2.698], [-5.530, -1.051, -2.851], [-3.334, -3.000, -3.883], [-4.860, -2.476, -4.724], [-5.319, -1.053, 2.696], [-4.075, -1.224, 3.402], [-3.051, -0.242, 3.196], [-4.224, -1.531, 5.126], [-3.201, -2.598, 5.489], [-3.028, -3.552, 4.226], [-3.455, -2.784, 2.969], [-5.206, -1.926, 5.388], [-4.131, -0.650, 5.699], [-2.287, -2.055, 5.661], [-3.479, -3.231, 6.311], [-3.683, -4.411, 4.342], [-2.037, -3.919, 4.118], [-4.296, -3.241, 2.450], [-2.587, -2.503, 2.369], [-1.015, -6.687, 8.735], [-0.392, -6.024, 7.669], [-0.329, -6.909, 6.612], [0.523, -6.402, 5.489], [-0.211, -5.497, 4.687], [0.562, -4.412, 4.162], [0.759, -3.303, 5.104], [1.644, -3.521, 6.139], [1.330, -2.631, 7.237], [-1.963, -7.057, 8.368], [-1.195, -5.999, 9.585], [-0.379, -7.428, 9.141], [-1.350, -7.135, 6.234], [0.062, -7.898, 6.965], [0.859, -7.275, 4.834], [1.434, -5.863, 5.848], [0.081, -4.007, 3.268], [1.519, -4.827, 3.832], [-0.229, -3.111, 5.568], [1.027, -2.418, 4.496], [2.116, -2.818, 7.993], [0.374, -2.973, 7.626], [1.279, -1.600, 6.897], [2.864, 5.850, -4.124], [1.870, 6.056, -3.190], [1.234, 7.268, -3.159], [-0.045, 7.156, -2.434], [0.294, 7.110, -1.047], [-0.777, 6.807, -0.159], [-0.353, 6.919, 1.279], [0.661, 5.971, 1.645], [0.825, 5.783, 3.036], [3.386, 4.963, -3.788], [3.615, 6.672, -4.061], [2.384, 5.728, -5.109], [1.098, 7.738, -4.181], [1.883, 7.870, -2.548], [-0.489, 6.199, -2.785], [-0.681, 8.040, -2.668], [-0.982, 5.778, -0.320], [-1.595, 7.482, -0.401], [-1.217, 6.824, 1.952], [0.058, 7.924, 1.528], [-0.129, 5.295, 3.422], [0.930, 6.599, 3.722], [1.670, 5.115, 3.148], [-1.673, -1.096, -8.829], [-1.928, -0.207, -7.813], [-3.045, -0.550, -6.967], [-2.721, 0.014, -5.522], [-2.197, -0.904, -4.567], [-0.877, -1.205, -4.846], [-0.435, -2.325, -3.920], [-1.172, -3.470, -4.187], [-0.789, -4.582, -3.432], [-1.213, -2.064, -8.461], [-0.974, -0.613, -9.508], [-2.592, -1.402, -9.426], [-3.101, -1.651, -6.896], [-3.936, -0.125, -7.450], [-3.612, 0.432, -5.026], [-1.993, 0.802, -5.720], [-0.185, -0.348, -4.836], [-0.801, -1.629, -5.840], [-0.461, -1.961, -2.872], [0.616, -2.402, -4.168], [-0.998, -4.442, -2.332], [0.273, -4.846, -3.522], [-1.449, -5.385, -3.741], [4.700, 4.414, 2.907], [5.164, 5.012, 1.628], [3.968, 5.537, 0.988], [4.057, 5.530, -0.531], [4.081, 4.261, -1.080], [2.827, 3.672, -1.250], [3.111, 2.425, -2.048], [4.023, 1.614, -1.407], [3.435, 0.927, -0.348], [4.030, 4.972, 3.442], [5.582, 4.405, 3.568], [4.243, 3.395, 2.768], [3.703, 6.531, 1.384], [3.145, 4.865, 1.260], [4.973, 6.055, -0.735], [3.239, 6.089, -0.949], [2.073, 4.291, -1.737], [2.396, 3.384, -0.289], [3.542, 2.612, -3.059], [2.151, 1.970, -2.329], [2.445, 0.661, -0.691], [3.532, 1.469, 0.555], [3.970, 0.000, -0.300], [8.065, -2.758, -1.689], [8.197, -1.473, -1.202], [7.107, -0.625, -1.531], [6.708, 0.289, -0.363], [6.083, -0.505, 0.635], [6.100, 0.249, 1.850], [5.197, -0.542, 2.804], [3.836, -0.388, 2.426], [3.081, -1.533, 2.772], [8.989, -3.282, -1.300], [8.042, -2.845, -2.795], [7.113, -3.271, -1.329], [6.261, -1.305, -1.849], [7.467, 0.047, -2.366], [6.191, 1.125, -0.777], [7.708, 0.566, 0.063], [5.671, 1.217, 1.767], [7.148, 0.329, 2.299], [5.265, -0.241, 3.815], [5.573, -1.548, 2.615], [2.017, -1.208, 2.750], [3.283, -1.839, 3.901], [3.258, -2.390, 2.152], [2.784, -4.579, -1.529], [2.191, -3.485, -2.275], [2.888, -2.281, -2.088], [3.729, -1.728, -3.201], [2.928, -1.185, -4.219], [3.712, -0.823, -5.388], [3.311, 0.538, -5.861], [1.819, 0.461, -5.939], [1.209, 1.594, -6.524], [2.309, -4.680, -0.528], [3.836, -4.409, -1.467], [2.669, -5.509, -2.082], [3.578, -2.325, -1.261], [2.215, -1.476, -1.761], [4.404, -2.525, -3.621], [4.367, -0.865, -2.783], [3.542, -1.531, -6.232], [4.792, -0.901, -5.102], [3.798, 0.817, -6.802], [3.422, 1.276, -5.110], [0.194, 1.279, -6.766], [1.748, 1.900, -7.463], [1.220, 2.533, -5.848], [-5.476, 5.738, 4.714], [-4.570, 5.801, 3.602], [-4.707, 4.642, 2.786], [-3.703, 4.652, 1.632], [-4.160, 5.494, 0.572], [-3.811, 4.952, -0.694], [-4.781, 3.887, -1.312], [-4.897, 2.729, -0.544], [-6.021, 1.898, -0.732], [-6.395, 5.249, 4.408], [-5.462, 6.795, 5.011], [-5.015, 5.248, 5.566], [-5.679, 4.666, 2.327], [-4.531, 3.708, 3.303], [-3.569, 3.622, 1.285], [-2.772, 5.067, 1.987], [-2.844, 4.457, -0.725], [-3.847, 5.791, -1.387], [-4.521, 3.685, -2.374], [-5.773, 4.357, -1.404], [-5.969, 1.465, -1.716], [-6.870, 2.474, -0.723], [-5.992, 1.105, -0.030], [-1.793, 3.444, -4.093], [-2.247, 2.765, -2.933], [-1.344, 1.797, -2.501], [-1.898, 0.971, -1.323], [-0.800, 0.463, -0.591], [-1.335, -0.022, 0.655], [-0.329, -0.627, 1.607], [-0.537, -2.044, 1.672], [-0.253, -2.728, 0.454], [-2.375, 4.292, -4.234], [-1.864, 2.731, -4.968], [-0.685, 3.683, -3.962], [-0.413, 2.279, -2.045], [-0.960, 1.128, -3.304], [-2.620, 0.112, -1.679], [-2.529, 1.657, -0.761], [-1.967, -0.833, 0.354], [-1.969, 0.729, 1.088], [-0.567, -0.207, 2.583], [0.710, -0.354, 1.345], [-0.449, -3.783, 0.542], [0.798, -2.506, 0.279], [-0.914, -2.335, -0.334], [-3.692, -5.441, 1.093], [-2.569, -6.192, 0.988], [-2.199, -6.790, -0.236], [-1.177, -7.739, -0.220], [-0.475, -7.930, 0.920], [-0.815, -7.261, 2.059], [-1.915, -6.453, 2.155], [-2.621, -6.564, -1.130], [-0.928, -8.253, -1.122], [0.345, -8.703, 0.973], [-0.206, -7.310, 2.938], [-2.192, -5.909, 3.049], [-1.003, 1.755, 5.555], [-0.268, 1.974, 4.457], [-1.016, 2.320, 3.344], [-0.321, 2.533, 2.139], [1.061, 2.451, 2.105], [1.789, 2.128, 3.242], [1.110, 1.858, 4.437], [-2.114, 2.355, 3.457], [-0.868, 2.860, 1.190], [1.636, 2.800, 1.265], [2.885, 1.934, 3.156], [1.598, 1.478, 5.314]],
  "forces_ev_per_a": [[0.2, -0.1, -0.2], [-0.5, 0.0, 1.6], [0.8, 0.7, 0.3], [1.0, -1.8, -1.2], [0.3, -1.4, 1.0], [-1.8, 1.2, -0.5], [-0.2, 0.1, -0.3], [-0.5, 0.5, -0.5], [-1.4, 0.2, 0.3], [-0.4, 0.7, 0.6], [0.3, 0.4, -0.3], [0.7, 0.8, -0.7], [1.3, -1.3, 0.1], [-0.1, 0.0, -0.3], [0.2, -0.4, 0.1], [-0.4, 0.4, 0.4], [-0.6, -0.1, -0.6], [0.6, 0.8, 0.3], [-1.2, -1.4, 1.0], [0.6, -0.2, -1.9], [-1.2, 1.1, 0.5], [0.5, -0.6, 0.0], [-0.3, 0.1, -0.6], [0.4, 1.2, 0.4], [0.6, -0.2, 0.4], [-0.1, 0.2, 0.6], [-0.1, -0.1, 0.1], [0.8, -0.2, 0.2], [0.5, -0.2, -0.3], [-0.2, -0.5, -0.5], [-0.7, 1.7, 0.7], [0.2, 0.8, 0.6], [0.0, -1.5, -0.7], [1.3, -0.1, -0.8], [-0.4, 0.6, -0.2], [0.5, -1.6, -0.6], [-1.4, 1.4, 0.1], [0.8, 0.3, 0.9], [0.8, -1.6, -0.2], [-0.4, -0.5, 0.3], [0.0, 0.0, -0.7], [0.6, -1.3, 0.2], [0.3, 0.2, 0.0], [0.0, 0.5, -0.2], [-0.3, 0.8, 0.8], [-0.6, -0.7, 0.1], [-0.3, -0.2, 0.1], [0.2, 0.1, -0.1], [0.0, 0.1, -0.4], [0.0, 0.0, 0.3], [-0.5, 0.4, -0.4], [-0.2, 0.3, 0.3], [0.1, 0.2, 0.1], [0.6, 0.7, 0.0], [-0.8, -2.0, 0.6], [0.7, 1.6, -1.1], [-0.7, -0.3, 0.6], [0.2, 0.3, -0.1], [1.2, 0.3, -0.4], [0.9, 1.1, 1.3], [-0.2, 0.6, -0.5], [-2.0, -1.7, 0.0], [0.1, -0.4, -0.3], [-0.4, -0.3, -0.6], [0.7, 0.1, 0.0], [0.1, -0.6, 0.9], [0.2, 1.2, 0.0], [-0.4, 0.5, 0.4], [0.1, -0.6, 0.2], [-1.0, -1.1, -0.3], [-0.5, -0.2, 0.3], [-0.2, -0.3, -0.3], [-0.2, -0.3, -0.5], [1.1, 0.0, -0.3], [0.4, 1.4, -0.3], [0.0, -0.2, 0.1], [-0.3, -1.9, -1.1], [-0.5, 0.6, 1.2], [1.2, -0.3, 0.7], [-0.9, -0.1, -0.5], [-1.1, 1.1, -0.7], [0.8, -1.4, 0.0], [0.8, 2.0, 0.0], [-0.1, 0.0, -0.1], [-0.4, -0.4, 1.3], [-0.4, 0.9, -0.2], [0.1, -0.1, -0.1], [0.8, 0.5, 0.6], [-0.3, 0.3, 0.0], [-0.1, -0.1, 0.5], [0.2, 0.0, -0.4], [0.0, 0.2, 0.2], [-0.2, -0.1, 0.4], [0.1, -0.1, -0.6], [-0.4, -0.5, -0.1], [0.5, -0.7, 0.1], [0.2, 0.1, -0.8], [-0.2, 0.1, -0.2], [0.1, -0.3, -0.1], [3.0, -1.4, -1.9], [-2.0, -0.3, 1.3], [-0.3, -0.8, 0.3], [0.3, 0.8, 1.4], [0.6, 0.0, -0.4], [0.0, -0.7, -0.2], [-0.4, 0.8, -1.8], [0.4, -0.2, -0.8], [0.2, -1.2, -1.2], [-2.1, 1.9, 0.8], [-0.1, -0.6, -0.4], [0.7, 0.9, -0.1], [0.2, -0.1, -0.2], [-0.1, 0.2, 0.0], [0.6, 0.0, -0.7], [-0.6, 0.5, -0.1], [0.2, 0.4, -0.2], [0.0, 0.0, 0.1], [0.0, 0.6, 0.7], [-0.1, -0.6, 0.5], [-0.8, 0.1, 0.8], [-0.4, 0.4, 1.2], [0.4, -0.5, 0.6], [0.4, -1.8, 0.4], [-0.3, 0.8, 0.4], [-0.2, 0.1, -0.8], [2.8, -2.3, -0.3], [0.0, 1.6, 0.3], [0.1, -1.6, 1.4], [0.5, 0.0, -1.9], [0.3, -0.7, -0.2], [-0.7, 0.9, 2.9], [-1.2, 0.2, -0.5], [0.1, 0.3, 0.3], [1.1, 0.5, -0.1], [0.6, 1.1, 0.2], [-0.8, -0.7, 0.5], [-0.9, 0.7, 0.3], [-0.7, 0.4, -0.4], [-0.2, 1.2, -0.6], [-1.1, -0.1, -0.7], [0.5, 0.2, 1.3], [-0.4, -0.5, 0.6], [0.7, -0.5, -0.2], [-0.3, 0.5, -2.1], [0.2, -0.4, -0.5], [-1.1, 0.4, -0.4], [0.5, -0.8, 0.2], [-0.1, 1.2, 0.8], [1.1, 0.4, -0.4], [0.3, 0.1, -1.3], [0.3, -1.0, 0.6], [-2.6, -0.3, 0.2], [1.5, 0.2, -0.8], [0.9, 1.1, 0.0], [0.4, 0.1, -0.5], [0.8, 0.1, 0.4], [-0.4, 0.0, -0.1], [0.4, -0.5, 0.6], [-0.4, -0.2, -0.3], [-0.4, 0.5, 0.4], [-0.7, -1.3, -0.3], [-0.1, 0.1, 0.7], [-0.7, 0.4, -0.4], [-0.3, 0.0, 0.0], [0.9, 0.9, 0.8], [-0.1, 0.3, 0.0], [-0.6, -0.3, 0.6], [-0.1, -1.4, -0.7], [1.7, 1.2, -0.4], [-0.1, -1.2, 0.0], [1.1, 0.7, -0.9], [-0.7, 0.3, 0.4], [0.2, -1.0, -0.6], [-1.0, -0.8, -0.8], [-1.2, 1.2, -0.3], [1.1, -0.3, 1.1], [2.3, 0.0, -1.4], [-0.4, 0.4, 0.3], [-1.2, -0.3, 0.0], [0.0, -0.7, 0.1], [-0.8, -0.3, -0.1], [-0.2, -0.2, 0.7], [0.0, 0.2, 0.0], [0.6, -0.1, 0.3], [0.5, 0.3, 0.3], [0.3, 0.0, -0.1], [0.5, -0.1, 0.6], [-0.1, 0.1, 0.3], [0.0, -0.5, -0.7], [-2.4, 1.3, 0.5], [-0.1, -0.5, 0.9], [2.5, -2.8, 0.0], [-0.4, 0.2, -0.1], [1.9, -0.7, 1.1], [-0.9, -0.7, -1.8], [-0.4, 0.4, 0.6], [0.4, -0.2, -1.2], [-0.2, 0.1, -0.4], [0.0, -0.2, 0.8], [0.0, 1.4, 0.2], [-1.0, 1.6, -0.3], [0.0, 0.9, 0.6], [-1.3, 0.1, -0.2], [-0.9, -0.2, -0.7], [-0.5, 0.4, 0.1], [1.4, 1.4, 0.6], [0.0, 0.1, 0.5], [-0.9, -0.6, 0.1], [-0.1, 0.4, 0.4], [0.2, -0.4, 0.2], [-0.3, -0.2, -0.1], [0.0, -0.4, 0.4], [0.2, -0.4, -0.8], [0.5, -0.1, -0.2], [0.1, 0.3, -0.5], [-0.6, -0.9, -1.3], [1.0, -0.3, 3.0], [-0.9, 1.1, -0.8], [2.0, -2.1, 0.8], [0.5, 0.2, 1.4], [0.1, 0.9, -0.2], [-1.7, 0.8, -2.4], [0.1, -0.2, -0.5], [-0.9, 1.1, -0.2], [0.3, -0.4, 0.3], [0.1, -0.3, 0.1], [0.3, -0.3, 0.8], [-0.5, 0.4, -1.0], [0.1, 0.0, -0.8], [-1.3, 0.9, -0.7], [0.5, 0.6, 0.4], [0.3, -1.0, 0.4], [0.0, -0.2, -0.3], [0.8, 0.0, -0.3], [0.7, -0.6, 1.5], [-0.3, -0.4, -0.4], [-1.1, 0.3, 0.3], [0.3, 0.1, 0.3]],
  "lowdin_charge": [-0.350, 0.719, -0.340, -0.172, -0.243, -0.231, -0.208, 0.090, 0.078, 0.105, 0.114, 0.055, 0.151, 0.080, 0.111, -0.317, 0.644, -0.295, -0.233, -0.166, -0.156, -0.228, 0.114, 0.093, 0.094, 0.109, 0.113, 0.058, 0.102, 0.088, -0.112, -0.164, -0.251, -0.187, -0.169, -0.183, -0.262, -0.183, -0.057, 0.087, 0.100, 0.075, 0.138, 0.136, 0.135, 0.136, 0.114, 0.139, 0.118, 0.119, 0.100, 0.083, 0.082, -0.096, -0.228, -0.252, -0.187, -0.136, -0.172, -0.178, -0.192, -0.109, 0.074, 0.109, 0.099, 0.151, 0.127, 0.132, 0.140, 0.103, 0.135, 0.118, 0.138, 0.103, 0.078, 0.059, -0.157, -0.228, -0.137, -0.148, -0.156, -0.201, -0.202, -0.166, -0.102, 0.101, 0.083, 0.103, 0.127, 0.125, 0.132, 0.087, 0.117, 0.126, 0.136, 0.111, 0.096, 0.085, 0.078, -0.069, -0.163, -0.185, -0.190, -0.094, -0.191, -0.223, -0.170, -0.087, 0.034, 0.093, 0.074, 0.136, 0.089, 0.127, 0.112, 0.121, 0.094, 0.126, 0.122, 0.093, 0.074, 0.069, -0.155, -0.196, -0.186, -0.184, -0.141, -0.180, -0.190, -0.211, -0.096, 0.106, 0.085, 0.098, 0.108, 0.145, 0.106, 0.141, 0.104, 0.154, 0.113, 0.128, 0.066, 0.126, 0.080, -0.062, -0.185, -0.237, -0.215, -0.142, -0.167, -0.139, -0.224, -0.119, 0.092, 0.067, 0.084, 0.106, 0.122, 0.143, 0.134, 0.138, 0.131, 0.129, 0.096, 0.064, 0.092, 0.100, -0.092, -0.184, -0.197, -0.178, -0.115, -0.183, -0.206, -0.198, -0.062, 0.085, 0.093, 0.077, 0.123, 0.118, 0.114, 0.106, 0.100, 0.125, 0.119, 0.122, 0.080, 0.060, 0.083, -0.077, -0.200, -0.202, -0.178, -0.133, -0.199, -0.173, -0.233, -0.056, 0.060, 0.085, 0.103, 0.137, 0.117, 0.144, 0.106, 0.099, 0.094, 0.105, 0.118, 0.082, 0.087, 0.079, 0.043, -0.250, 0.022, -0.080, -0.111, -0.087, -0.012, 0.065, 0.106, 0.128, 0.081, 0.102, 0.061, -0.298, -0.019, -0.081, -0.103, -0.077, -0.001, 0.121, 0.136, 0.073, 0.096, 0.109]
}